72
Properties=species:S:1:pos:R:3:forces:R:3:lowdin_charge:R:1 method="wB97M-V/def2-TZVPD" charge=-1 energy_ev=-65450.00695
O -4.03469 -2.50896 -0.09946 6.3 0.9 0.8 -0.21
C -2.74567 -2.15494 0.15037 -4.4 4.9 1.9 -0.56
O -2.44917 -0.84009 0.75224 -0.5 -6.4 -3.1 -0.32
Si -1.27636 -3.39437 -0.22784 -1.0 0.5 2.4 0.27
S -0.07367 -2.82516 -1.92772 0.8 0.5 -0.3 0.37
O -0.37909 -3.74338 1.24200 1.6 1.8 -2.4 -0.50
Si 1.20309 -2.97437 1.25959 -1.8 -1.2 1.1 0.52
H -1.95113 -4.66314 -0.60526 0.5 0.1 -0.2 -0.03
H 0.77292 -1.73980 -1.65097 -1.2 -1.0 0.3 -0.16
H 1.98065 -3.27209 0.06220 0.1 0.0 -0.2 -0.09
H 1.93413 -3.56422 2.40379 -0.1 -0.1 0.0 -0.08
H 1.13739 -1.52298 1.53556 -0.1 0.0 -0.3 -0.07
C 0.08738 2.43846 -3.59382 0.0 -0.1 0.2 -0.11
C 1.22793 2.93109 -2.96040 -0.1 0.0 0.1 -0.12
C 1.49406 2.58749 -1.63529 -0.1 -0.1 -0.1 -0.10
C 0.62381 1.74241 -0.94607 0.0 0.1 -0.3 -0.08
C -0.51479 1.24678 -1.58076 -0.1 0.0 0.0 -0.08
C -0.78577 1.59789 -2.90297 0.3 0.1 0.0 -0.08
H -0.12148 2.70921 -4.62548 0.1 0.0 0.1 0.09
H 1.90960 3.58406 -3.49971 -0.1 -0.1 0.1 0.09
H 2.37931 2.97689 -1.13991 -0.1 0.0 -0.1 0.09
H 0.83360 1.47059 0.08505 -0.1 0.0 -0.1 0.08
H -1.19201 0.58691 -1.04401 0.0 0.0 0.1 0.09
H -1.67578 1.21601 -3.39534 0.1 0.0 0.1 0.10
C 1.15663 1.41469 3.09806 0.0 0.2 0.2 -0.09
C -0.22134 1.55513 3.26004 0.0 0.0 0.0 -0.07
C -0.72876 2.22633 4.37217 0.3 0.0 0.0 -0.09
C 0.14308 2.76623 5.31817 0.1 -0.1 -0.1 -0.10
C 1.52118 2.62902 5.15419 -0.1 0.0 -0.1 -0.13
C 2.02833 1.94971 4.04681 -0.2 0.1 -0.1 -0.12
H 1.55162 0.88856 2.23295 -0.1 0.0 0.1 0.07
H -0.90043 1.14037 2.51930 0.1 -0.1 0.1 0.10
H -1.80267 2.32974 4.50155 0.2 0.0 -0.1 0.10
H -0.25204 3.29359 6.18240 0.1 -0.1 -0.1 0.10
H 2.20050 3.05124 5.89067 -0.1 -0.1 -0.1 0.10
H 3.10185 1.83823 3.92224 -0.1 0.0 0.0 0.10
C -0.55929 6.77033 -7.74276 0.0 -0.1 0.2 -0.10
C 0.58126 7.26296 -7.10934 -0.1 -0.1 0.1 -0.11
C 0.84738 6.91936 -5.78422 -0.2 -0.1 -0.1 -0.10
C -0.02286 6.07427 -5.09500 0.0 0.1 -0.1 -0.09
C -1.16146 5.57865 -5.72969 0.1 0.1 -0.1 -0.10
C -1.43244 5.92975 -7.05190 0.2 0.1 0.1 -0.10
H -0.76815 7.04108 -8.77441 0.0 0.0 0.1 0.10
H 1.26293 7.91592 -7.64864 -0.1 -0.1 0.1 0.10
H 1.73264 7.30876 -5.28884 -0.1 -0.1 -0.1 0.10
H 0.18693 5.80246 -4.06388 -0.1 0.0 -0.1 0.10
H -1.83868 4.91878 -5.19295 0.1 0.1 -0.1 0.10
H -2.32245 5.54788 -7.54428 0.1 0.0 0.1 0.10
C 5.50494 -0.58619 7.29387 -0.2 0.0 0.0 -0.11
C 5.11136 -1.80515 7.84523 -0.1 0.1 -0.1 -0.11
C 3.76940 -2.18348 7.81671 0.0 0.2 -0.1 -0.10
C 2.82156 -1.34636 7.22736 0.2 0.0 0.1 -0.08
C 3.21577 -0.12908 6.67264 0.0 -0.1 0.1 -0.08
C 4.55640 0.25344 6.70947 -0.1 -0.2 0.1 -0.09
H 6.55038 -0.29014 7.31932 -0.1 0.0 0.0 0.10
H 5.85104 -2.46050 8.29832 -0.1 0.1 -0.1 0.10
H 3.46206 -3.13028 8.25240 0.0 0.1 -0.1 0.10
H 1.77644 -1.64325 7.20068 0.2 0.1 0.0 0.10
H 2.47723 0.52242 6.21195 0.2 -0.2 0.1 0.07
H 4.86231 1.20432 6.28213 0.0 -0.1 0.0 0.10
C -4.46815 -7.95940 -3.88922 0.0 0.1 0.1 -0.12
C -3.35008 -7.80093 -3.07095 -0.1 0.1 0.0 -0.11
C -3.26649 -6.70968 -2.20666 -0.2 -0.1 -0.2 -0.10
C -4.30660 -5.78132 -2.15351 0.0 -0.1 0.0 -0.08
C -5.42637 -5.94189 -2.96912 0.1 -0.2 0.0 -0.09
C -5.50573 -7.02814 -3.84015 0.2 0.0 0.1 -0.11
H -4.53139 -8.80814 -4.56515 0.0 0.1 0.1 0.09
H -2.54276 -8.52811 -3.10745 -0.1 0.1 0.0 0.09
H -2.39216 -6.58285 -1.57407 -0.2 0.0 -0.1 0.08
H -4.24385 -4.93349 -1.47648 0.0 0.0 0.0 0.08
H -6.23757 -5.21920 -2.92639 0.2 -0.1 0.0 0.10
H -6.37575 -7.14991 -4.47939 0.1 0.0 0.1 0.09

***

91
Properties=species:S:1:pos:R:3:forces:R:3:lowdin_charge:R:1 method="wB97M-V/def2-TZVPD" charge=-2 s2=2.007 multiplicity=3 energy_ev=-195332.58837
Ni 0.18641 -0.34257 -0.25823 0.2 0.1 -0.3 0.49
C -0.51936 7.55896 1.34023 0.0 0.0 0.0 -0.09
O 0.24349 6.37612 1.38607 0.0 0.0 0.0 -0.09
C 1.33966 6.30086 0.56662 -0.1 0.0 0.0 -0.22
C 1.96522 7.39950 0.01117 0.0 0.0 0.0 -0.04
C 3.07048 7.22471 -0.82104 0.0 0.0 0.0 -0.12
C 3.51898 5.94663 -1.08715 0.0 0.0 0.0 -0.11
C 2.88188 4.83743 -0.53959 0.0 0.0 0.0 -0.02
C 1.78404 4.99137 0.29820 0.0 0.0 0.1 -0.16
N 1.06592 3.95644 0.89522 0.1 0.0 -0.1 0.16
C 1.11296 2.62165 0.41585 0.0 0.1 0.0 -0.34
N 2.35570 2.11737 0.57012 0.0 0.1 0.1 0.14
C 2.94432 0.88839 0.18244 0.1 -0.1 -0.1 -0.19
C 2.21526 -0.24771 -0.12320 0.0 0.0 0.1 -0.14
C 2.97497 -1.38346 -0.46346 -0.1 0.0 0.0 -0.13
C 4.35383 -1.38707 -0.45976 0.0 0.0 0.0 -0.09
C 5.06574 -0.22961 -0.13308 0.0 0.0 0.0 -0.06
C 4.35181 0.90938 0.17738 0.0 0.0 0.0 -0.23
O 4.93969 2.12558 0.50710 0.0 0.0 0.1 -0.12
C 6.32953 2.12662 0.70184 0.0 0.0 0.0 -0.11
N 0.09811 1.98104 -0.04459 0.0 -0.1 0.0 0.17
C -1.22124 2.62388 -0.08731 -0.1 -0.1 0.0 -0.45
C -1.63172 3.14693 1.27270 -0.1 0.1 0.1 0.00
C -2.30383 4.28141 1.45719 0.0 -0.2 0.0 -0.08
C -2.67618 5.12873 0.33156 0.0 0.0 -0.2 -0.09
C -2.27863 4.84946 -0.90719 0.0 0.1 0.1 0.02
C -1.40035 3.67670 -1.27036 0.0 -0.1 -0.1 -0.49
O -0.10962 4.13674 -1.62333 0.0 0.0 0.0 -0.11
C -0.02912 4.90877 -2.80060 0.0 0.0 0.0 -0.08
H -1.43651 7.35112 1.88752 0.0 0.0 0.0 0.08
H -0.76720 7.82604 0.30913 0.0 0.0 0.0 0.10
H 0.00294 8.39427 1.81892 0.0 0.0 0.0 0.09
H 1.59536 8.39420 0.21985 0.0 0.0 0.0 0.10
H 3.55973 8.08691 -1.25629 0.0 0.0 0.0 0.09
H 4.36698 5.78967 -1.74238 0.0 0.0 0.0 0.10
H 3.23265 3.84522 -0.78475 0.0 0.0 0.0 0.11
H 0.14693 4.25790 1.19222 0.0 0.0 0.0 0.10
H 2.98442 2.73847 1.05113 0.0 0.0 0.0 0.13
H 2.44945 -2.29729 -0.71855 0.0 0.0 0.0 0.10
H 4.89744 -2.29312 -0.70489 0.0 0.0 0.0 0.09
H 6.14724 -0.23232 -0.13148 0.0 0.0 0.0 0.09
H 6.59286 3.12198 1.05707 0.0 0.0 0.0 0.08
H 6.86756 1.92660 -0.23130 0.0 0.0 0.0 0.09
H 6.63114 1.38182 1.44539 0.0 0.0 0.0 0.09
H -1.38342 2.48561 2.09130 0.0 0.0 0.0 0.11
H -2.62576 4.56568 2.45307 0.0 0.0 0.0 0.10
H -3.32595 5.97774 0.51716 0.0 0.0 0.0 0.10
H -2.60680 5.45132 -1.74654 0.0 0.0 0.0 0.11
H 1.03118 5.09745 -2.96381 0.0 0.0 0.0 0.08
H -0.53972 5.87380 -2.69374 0.0 0.0 0.0 0.08
H -0.44559 4.37264 -3.65475 0.0 0.0 0.0 0.09
O -3.97533 1.15941 -2.19427 0.0 0.1 0.0 -0.32
As -2.21175 1.22048 -2.10620 -0.1 0.0 0.1 1.37
O -2.00460 3.03727 -2.34932 0.0 0.1 0.0 -0.26
O -2.15626 1.61731 -0.33425 0.1 0.1 0.0 -0.26
C 0.27874 -0.75546 -2.28301 0.3 0.0 0.1 -0.20
C 1.35435 -0.41982 -3.12058 0.0 0.0 0.0 -0.13
C 1.49515 -0.93294 -4.40193 -0.1 0.0 0.0 -0.12
C 0.56960 -1.85327 -4.89337 0.0 0.0 0.0 -0.12
C -0.50616 -2.21351 -4.09885 0.0 0.0 -0.1 -0.09
C -0.63534 -1.64379 -2.83869 -0.1 -0.1 0.1 -0.34
S -2.12212 -1.97031 -1.91082 0.1 -0.1 0.1 0.45
O -2.24329 -3.37827 -1.62451 0.0 0.1 0.0 -0.30
O -3.22583 -1.44821 -2.73753 -0.1 0.0 -0.1 -0.41
O -1.94746 -1.10241 -0.71108 -0.1 -0.1 0.0 -0.46
H -4.13025 0.22440 -2.43739 0.0 0.0 0.0 -0.01
H 2.11804 0.25834 -2.74856 0.0 0.0 0.0 0.08
H 2.33800 -0.63215 -5.01768 0.0 0.0 0.0 0.08
H 0.69026 -2.28245 -5.88217 0.0 0.0 0.0 0.08
H -1.24602 -2.92462 -4.44930 0.0 0.0 0.0 0.11
F -0.45400 -4.66813 1.60264 0.0 0.0 0.0 0.10
B 0.64023 -4.16910 0.88053 0.1 0.0 0.0 -1.25
F 0.85048 -4.89746 -0.28968 0.0 0.0 0.0 0.11
F 1.80104 -4.23652 1.69019 0.0 0.1 0.0 0.08
F 0.39919 -2.79070 0.55232 0.0 -0.1 0.0 0.05
C 2.17852 -1.43531 2.96768 0.0 0.0 0.0 -0.11
O 0.75922 -1.38520 3.14112 0.0 0.0 0.1 -0.30
P -0.15450 -0.44614 2.19708 0.0 0.1 0.0 0.84
O 0.09399 1.01403 2.89145 0.0 0.0 0.0 -0.35
C -0.05524 1.18136 4.29531 0.0 0.0 0.0 -0.13
O -1.57578 -0.80268 2.85589 0.0 0.0 0.0 -0.30
C -2.20330 -2.02392 2.38881 0.0 0.0 0.0 -0.09
H 2.56791 -2.01311 3.80478 0.0 0.0 0.0 0.09
H 2.60378 -0.42650 2.98052 0.0 0.0 0.0 0.08
H 2.43214 -1.93784 2.04092 0.0 0.0 0.0 0.06
H 0.53218 2.05446 4.58102 0.0 0.0 0.0 0.08
H 0.30287 0.30410 4.83595 0.0 0.0 0.0 0.08
H -1.10523 1.34737 4.54680 0.0 0.0 0.0 0.08
H -3.21709 -2.00807 2.78364 0.0 0.0 0.0 0.08
H -1.65713 -2.89042 2.75796 0.0 0.0 0.0 0.08
H -2.22280 -2.04810 1.29968 0.0 0.0 0.0 0.06

***

77
Properties=species:S:1:pos:R:3:forces:R:3:lowdin_charge:R:1 method="wB97M-V/def2-TZVPD" charge=-2 s2=0.751 relative_energy_kcal_mol=0.0 multiplicity=2
Ce -0.03559 0.36758 0.00870 0.1 0.7 1.0 0.99
C 3.80232 0.98518 -2.73936 -0.1 0.1 0.1 -0.03
C 2.69669 0.19195 -2.05157 0.2 0.1 -0.2 -0.49
O 1.83149 0.86156 -1.41480 0.0 -0.1 -0.2 -0.17
C 2.75170 -1.18701 -2.18012 0.0 0.0 0.0 -0.05
C 1.80617 -2.13371 -1.69824 -0.2 -0.1 0.1 -0.33
C 2.03445 -3.58423 -2.05239 0.0 0.0 0.0 -0.05
N 0.75075 -1.79687 -1.00592 0.0 -0.2 -0.3 -0.06
N -0.14564 -2.85480 -0.78460 -0.1 -0.2 0.0 0.07
C -1.34415 -2.43094 -0.49264 0.4 -0.1 -0.2 -0.48
O -1.71114 -1.20721 -0.34878 -0.3 -0.6 -0.1 -0.22
C -2.39382 -3.49128 -0.38346 -0.2 -0.1 0.1 -0.13
C -2.09095 -4.84996 -0.47223 0.1 0.0 0.1 -0.04
C -3.09046 -5.80231 -0.36450 -0.1 -0.1 0.0 -0.11
C -4.41246 -5.41798 -0.17239 0.0 0.1 0.1 -0.12
C -4.72507 -4.06698 -0.10409 -0.1 -0.1 0.0 -0.10
C -3.72530 -3.11350 -0.21557 0.1 0.1 -0.1 -0.03
H 3.74549 2.02645 -2.42553 0.0 0.0 0.0 0.07
H 3.68742 0.93790 -3.82414 0.0 0.0 0.0 0.07
H 4.78328 0.58602 -2.47594 0.0 0.0 0.0 0.07
H 3.57960 -1.58499 -2.75392 0.0 0.0 0.0 0.09
H 3.02826 -3.73590 -2.47329 0.0 0.1 0.0 0.06
H 1.28080 -3.91910 -2.76703 0.0 0.0 0.0 0.07
H 1.90974 -4.19294 -1.15736 0.0 -0.1 0.0 0.07
H -1.05749 -5.13445 -0.61809 0.0 0.0 0.0 0.10
H -2.84672 -6.85642 -0.43947 0.0 0.0 0.0 0.09
H -5.19062 -6.16515 -0.06544 0.0 0.0 0.0 0.08
H -5.75387 -3.75684 0.03737 0.0 0.0 0.0 0.09
H -3.95866 -2.05791 -0.18974 0.0 0.0 0.1 0.11
N 0.46988 2.98887 0.49264 0.0 0.0 -0.1 0.04
C -0.48068 4.00171 0.42094 -0.1 0.1 -0.1 -0.24
C -0.69664 4.80043 1.54523 0.0 0.0 0.0 -0.03
C -1.63333 5.81843 1.52907 0.0 0.0 0.0 -0.12
C -2.36887 6.05775 0.37878 0.0 0.0 0.0 -0.13
C -2.17450 5.24578 -0.72981 0.0 0.0 0.0 -0.06
C -1.24812 4.20278 -0.74262 0.0 0.0 0.1 -0.12
C -1.17483 3.30169 -1.93090 0.0 -0.2 0.1 -0.21
C -1.27176 3.89790 -3.19364 0.0 0.0 0.0 -0.08
C -1.37867 3.12832 -4.34042 0.0 0.0 0.0 -0.13
C -1.40640 1.74707 -4.21347 0.0 0.0 -0.1 -0.13
C -1.26804 1.16919 -2.95731 0.0 -0.1 0.2 -0.14
C -1.11508 1.89444 -1.75764 -0.1 0.6 -0.7 -0.15
H 0.97060 2.91647 1.36996 0.1 -0.1 0.0 0.02
H 1.03060 2.81435 -0.33059 0.1 0.3 -0.1 0.08
H -0.12612 4.58681 2.44211 0.0 0.0 0.0 0.11
H -1.79118 6.41996 2.41700 0.0 0.0 0.0 0.09
H -3.11253 6.84609 0.35203 0.0 0.0 0.0 0.08
H -2.79547 5.39520 -1.60482 0.0 0.0 0.0 0.10
H -1.25271 4.98036 -3.28089 0.0 0.0 0.0 0.09
H -1.44341 3.60007 -5.31550 0.0 0.0 0.0 0.08
H -1.51279 1.12399 -5.09717 0.0 0.0 0.0 0.08
H -1.28483 0.07823 -2.91550 0.1 0.0 0.0 0.09
C 2.80050 -1.66317 2.09875 0.0 0.2 0.1 -0.06
C 2.96296 -0.12747 2.17086 0.3 -0.2 -0.1 -0.71
C 3.96532 0.26922 1.07300 -0.1 0.0 0.0 -0.06
C 3.62901 0.20253 3.51659 -0.2 0.1 -0.1 -0.12
N 1.68938 0.56920 1.88806 0.0 0.2 0.0 -0.50
H 3.77653 -2.16389 2.11088 0.0 0.0 0.0 0.07
H 2.28277 -1.92809 1.17348 0.0 -0.1 0.0 0.06
H 2.21800 -2.01866 2.95011 -0.1 0.0 0.0 0.07
H 4.95102 -0.17254 1.26220 0.0 0.0 0.0 0.07
H 4.06302 1.35715 1.03816 0.0 0.0 0.0 0.08
H 3.60905 -0.07610 0.10418 0.1 0.0 0.0 0.05
H 4.59796 -0.30456 3.58368 0.0 0.0 0.0 0.07
H 2.99844 -0.11222 4.34637 0.0 0.0 0.1 0.05
H 3.78478 1.28055 3.60018 0.0 0.0 0.1 0.06
S 0.91508 1.32637 3.22124 -0.1 -0.3 0.2 0.71
C -0.52837 0.34838 3.65072 0.4 0.4 0.1 -0.73
N -0.28397 -0.98115 3.25859 0.0 -0.3 -0.1 -0.22
C -1.51014 -1.73220 3.12694 -0.1 0.0 0.1 -0.28
C -2.66852 -0.82526 2.60734 -0.1 0.3 0.0 -0.50
S -1.99984 0.83001 2.29295 -0.1 -0.2 0.0 0.66
H 0.30383 -1.04699 2.40898 -0.1 -0.1 0.3 0.03
H -1.80049 -2.13749 4.10193 0.0 0.0 0.0 0.09
H -1.35135 -2.57713 2.44945 0.0 0.0 0.0 0.10
H -3.45124 -0.73672 3.36371 0.0 -0.1 0.0 0.05
H -3.09504 -1.21183 1.68873 -0.1 -0.1 0.0 0.02